(1)
This record from the OMol25 dataset describes a molecular structure, C3H4N4O4 at a distorted geometry. The level of theory is the ωB97M-V functional and the def2-TZVPD basis.

## Properties
E_tot ... -17318.2140 eV
HOMO-LUMO gap ... 0.3761 hartree
Strongest force on any atom ... 4.9 eV/A
LUMO ... -1.213 eV
Energy above the lowest of the compared OMol25 structures with the same formula, charge and spin ... 34.3 kcal per mole
Highest occupied orbital energy ... -11.447 eV

Geometry (Å):
O: -1.104 -2.791 -0.613
O: -1.837 -0.801 -0.987
O: 2.955 -1.149 -0.532
O: 2.880 0.987 -0.294
N: 2.394 -0.084 -0.522
N: 1.356 -2.722 1.604
N: -0.544 0.214 1.317
N: -1.038 -1.594 -0.558
C: 0.882 -1.968 0.889
C: 0.176 -1.013 0.091
C: 0.937 -0.108 -0.856
H: -1.472 0.367 0.934
H: -0.621 -0.303 2.189
H: 0.853 -0.480 -1.884
H: 0.551 0.912 -0.788

Atoms 1-2, force components in eV/Å:
O -0.2 -0.4 -0.1
O -0.3 0.4 -0.3

(2)
This record from the OMol25 dataset describes a molecular structure, C25H33IN9OPRh. The level of theory is the ωB97M-V functional and the def2-TZVPD basis.

## Properties
E_tot ... -62292.2457 eV
HOMO-LUMO gap (alpha / beta) ... 0.2767 / 0.1577 hartree
Strongest force on any atom ... 1.0 eV/A
LUMO (alpha / beta) ... -8.143 / -11.376 eV
Net charge ... +3
Energy above the lowest of the compared OMol25 structures with the same formula, charge and spin ... 0.0 kcal per mole
2S+1 ... 5
Highest occupied orbital energy (alpha / beta) ... -15.672 / -15.667 eV

Geometry (Å):
I: -4.144 0.509 -1.264
Rh: -1.212 0.521 -0.306
P: 2.148 0.038 1.278
O: 1.057 -0.221 0.312
N: -1.557 -2.183 -1.705
N: -0.684 -0.095 -2.449
N: 3.634 -0.184 0.431
N: -0.409 0.226 -4.741
N: -2.337 2.486 -0.106
N: -1.637 -1.578 -0.494
N: 2.162 1.501 1.959
N: -1.679 -0.166 1.792
N: 2.301 -1.126 2.438
C: -2.645 -2.034 2.928
C: 4.874 0.452 0.820
C: -3.592 2.396 -0.554
C: -1.809 0.554 2.907
C: -0.859 -1.056 -5.075
C: 2.472 1.826 3.361
C: 1.544 -2.374 2.288
C: -0.338 0.629 -3.487
C: -4.044 4.678 -0.108
C: 3.748 -1.304 -0.491
C: -1.219 -1.904 -4.029
C: -2.077 -1.456 1.807
C: -1.157 -1.397 -2.670
C: 1.952 2.642 1.042
C: -1.883 -2.229 0.567
C: -4.486 3.448 -0.574
C: -1.928 3.684 0.346
C: -1.661 -3.199 -4.331
C: -2.351 0.041 4.074
C: -2.794 -1.272 4.078
C: 3.488 -1.248 3.299
C: -1.383 -2.735 -6.676
C: -1.736 -3.609 -5.642
C: -2.742 4.797 0.356
C: -0.946 -1.458 -6.401
H: 3.494 2.188 3.486
H: -0.128 0.853 -5.482
H: 1.031 2.519 0.476
H: 1.884 3.551 1.635
H: -0.909 3.744 0.711
H: 4.272 -0.972 -1.391
H: 0.699 -2.222 1.627
H: -5.491 3.309 -0.943
H: -3.251 -1.695 4.962
H: 0.044 1.629 -3.324
H: 4.103 -0.354 3.267
H: 1.189 -2.674 3.276
H: -2.075 -4.609 -5.877
H: -1.454 -3.064 -7.705
H: 3.173 -1.413 4.329
H: 2.765 -1.682 -0.754
H: 5.364 0.837 -0.081
H: -2.360 5.739 0.726
H: -1.941 -3.858 -3.522
H: 1.794 2.609 3.695
H: -0.679 -0.778 -7.203
H: 5.554 -0.285 1.262
H: 2.181 -3.172 1.899
H: -2.983 -3.063 2.888
H: -1.964 -3.315 0.556
H: 2.772 2.775 0.332
H: 4.354 -2.095 -0.034
H: 4.698 1.270 1.511
H: -2.434 0.662 4.956
H: -4.712 5.531 -0.109
H: 4.087 -2.109 2.991
H: 2.315 0.965 4.001
H: -1.468 1.581 2.857

Atoms 1-2, force components in eV/Å:
I 0.0 0.2 0.0
Rh 0.2 0.2 -0.5

(3)
This record from the OMol25 dataset describes a molecular structure, C33H46P2SiTi at a distorted geometry. The level of theory is the ωB97M-V functional and the def2-TZVPD basis.

## Properties
E_tot ... -84523.5722 eV
HOMO-LUMO gap (alpha / beta) ... 0.1272 / 0.1318 hartree
Strongest force on any atom ... 4.1 eV/A
LUMO (alpha / beta) ... -0.627 / -0.663 eV
Energy above the lowest of the compared OMol25 structures with the same formula, charge and spin ... 6.9 kcal per mole
2S+1 ... 3
Highest occupied orbital energy (alpha / beta) ... -4.089 / -4.250 eV

Geometry (Å):
Ti: 0.233 2.409 -1.182
P: 3.015 -1.946 -1.898
P: -0.735 -3.087 -2.168
Si: -0.712 1.907 0.976
C: -1.882 5.704 0.328
C: -2.337 1.144 1.494
C: -1.912 -2.471 -3.398
C: 1.323 2.876 5.073
C: 3.589 -0.796 -3.159
C: 0.546 3.632 2.905
C: 4.499 -2.634 -1.123
C: -1.296 3.667 -1.533
C: 0.280 2.306 2.532
C: 0.625 -0.554 -1.188
C: -2.613 0.799 2.828
C: -1.721 4.407 0.811
C: -1.248 5.048 -1.943
C: -1.232 -4.806 -1.822
C: 2.189 -1.788 0.777
C: -3.896 0.358 3.179
C: -0.814 -2.970 0.694
C: 1.021 3.917 4.192
C: 2.175 -3.480 -2.437
C: 1.348 -2.596 1.649
C: 1.210 1.551 4.647
C: -4.884 0.223 2.205
C: -0.719 -0.849 -0.562
C: -1.592 6.036 -1.015
C: -4.607 0.544 0.864
C: 1.943 3.196 -0.411
C: -3.339 1.022 0.517
C: 0.701 1.258 3.375
C: 0.456 -3.636 0.864
C: -1.243 -2.392 -0.545
C: 0.824 -3.299 -3.128
C: 1.995 -1.279 -0.570
C: -1.299 3.381 -0.076
H: -1.861 4.222 1.868
H: 2.121 -4.179 -1.586
H: -0.747 -0.496 0.500
H: 4.211 -3.334 -0.329
H: -4.112 0.140 4.225
H: 3.237 -1.665 1.124
H: -1.495 -0.240 -1.056
H: -2.169 -4.800 -1.255
H: -2.739 -1.929 -2.917
H: -1.263 -2.536 1.585
H: 0.864 -2.480 -3.867
H: 4.352 -1.290 -3.776
H: -2.312 -3.342 -3.939
H: 5.117 -1.833 -0.700
H: -0.474 -5.312 -1.213
H: 1.659 3.101 6.089
H: -5.368 0.445 0.098
H: 1.492 0.729 5.318
H: 2.026 -3.189 2.295
H: -1.403 -1.806 -4.113
H: 1.957 3.126 0.668
H: 5.080 -3.179 -1.878
H: 0.343 4.455 2.221
H: -2.356 -2.361 -0.561
H: 0.335 -4.555 1.449
H: -2.232 6.487 0.997
H: 4.055 0.071 -2.665
H: 2.862 -3.977 -3.160
H: 0.611 -4.223 -3.700
H: -1.842 0.916 3.582
H: -5.880 -0.112 2.479
H: 2.779 -0.442 -3.807
H: 0.876 0.590 -1.066
H: 2.611 2.456 -0.938
H: -1.657 2.939 -2.299
H: 0.731 -1.971 2.325
H: -1.071 5.256 -3.004
H: 2.633 -0.342 -0.487
H: 0.603 0.221 3.047
H: 1.140 4.960 4.498
H: 0.585 -0.673 -2.310
H: -1.374 -5.348 -2.763
H: 2.078 4.208 -0.833
H: 0.948 -3.927 -0.077
H: -1.700 7.093 -1.304
H: -3.141 1.326 -0.517

Atoms 1-2, force components in eV/Å:
Ti -0.8 0.1 -0.9
P -0.3 -1.7 1.1

(4)
This record from the OMol25 dataset describes C3H4N4O in the gas phase at a distorted geometry. The level of theory is the ωB97M-V functional and the def2-TZVPD basis.

## Properties
E_tot ... -11179.6968 eV
HOMO-LUMO gap ... 0.3795 hartree
Strongest force on any atom ... 8.2 eV/A
SMILES ... C=Cn1nn[nH]c1=O
LUMO ... 0.872 eV
Energy above the lowest of the compared OMol25 structures with the same formula, charge and spin ... 98.5 kcal per mole
Highest occupied orbital energy ... -9.456 eV

Geometry (Å):
O: -0.818 -1.533 -0.581
N: 0.014 -0.361 2.360
N: 0.163 0.695 1.854
N: -0.002 -1.408 1.570
N: 0.033 0.414 0.535
C: 0.174 1.184 -0.661
C: 0.294 0.686 -1.860
C: -0.426 -0.787 0.331
H: 0.353 -0.414 -2.160
H: 0.396 2.227 -0.603
H: -0.675 -2.011 2.086
H: 0.495 1.309 -2.871

Atoms 1-2, force components in eV/Å:
O 0.2 2.5 1.0
N 1.6 -2.6 7.6

(5)
This record from the OMol25 dataset describes a gas-phase ion, C4H11N2Se (charge +1) at a distorted geometry. The level of theory is the ωB97M-V functional and the def2-TZVPD basis.

## Properties
E_tot ... -72643.7990 eV
HOMO-LUMO gap ... 0.2643 hartree
Strongest force on any atom ... 3.0 eV/A
LUMO ... -3.831 eV
Net charge ... +1
Energy above the lowest of the compared OMol25 structures with the same formula, charge and spin ... 34.6 kcal per mole
Highest occupied orbital energy ... -11.024 eV

Geometry (Å):
Se: 2.775 0.092 -0.177
N: -1.212 1.455 -0.255
N: -0.964 -1.658 -0.759
C: 1.206 1.224 0.246
C: -0.313 -0.803 0.111
C: 0.006 0.557 -0.425
C: 1.970 -1.396 0.623
H: -1.345 1.667 0.744
H: -2.040 0.957 -0.610
H: -0.549 -1.746 -1.678
H: -1.102 2.338 -0.777
H: 1.888 -1.370 1.698
H: 1.381 2.229 -0.139
H: 0.195 0.479 -1.501
H: 2.228 -2.353 0.198
H: -0.659 -0.848 1.133
H: 1.082 1.256 1.329
H: -1.199 -2.561 -0.371

Atoms 1-2, force components in eV/Å:
Se -0.1 0.8 -0.1
N -0.1 0.1 -0.1

(6)
This record from the OMol25 dataset describes 2 unconnected molecules or ions with the total composition CH4N4O2 at a distorted geometry. The level of theory is the ωB97M-V functional and the def2-TZVPD basis.

## Properties
E_tot ... -11151.7401 eV
HOMO-LUMO gap ... 0.3179 hartree
Strongest force on any atom ... 6.1 eV/A
SMILES ... [H]/N=N/N=O.NC=O
LUMO ... -1.116 eV
Energy above the lowest of the compared OMol25 structures with the same formula, charge and spin ... 81.5 kcal per mole
Highest occupied orbital energy ... -9.768 eV

Geometry (Å):
O: 2.042 2.331 1.775
O: -0.518 -1.612 -0.354
N: -1.412 -1.263 -1.171
N: 1.863 0.195 1.181
N: -3.455 -0.365 -1.605
N: -2.496 -0.890 -1.076
C: 2.014 1.486 0.923
H: 2.201 1.654 -0.158
H: -4.274 -0.867 -1.945
H: 2.092 -0.225 2.041
H: 1.942 -0.443 0.389

Atoms 1-2, force components in eV/Å:
O 0.0 1.0 0.3
O -1.0 0.4 -1.2

(7)
This record from the OMol25 dataset describes 2 unconnected molecules or ions with the total composition C4H9NO2 at a distorted geometry. The level of theory is the ωB97M-V functional and the def2-TZVPD basis.

## Properties
E_tot ... -9875.1908 eV
HOMO-LUMO gap ... 0.3418 hartree
Strongest force on any atom ... 1.1 eV/A
LUMO ... 0.754 eV
Energy above the lowest of the compared OMol25 structures with the same formula, charge and spin ... 112.3 kcal per mole
Highest occupied orbital energy ... -8.547 eV

Geometry (Å):
O: 0.534 1.403 0.815
O: -0.463 0.652 -1.457
N: -1.097 -0.908 1.476
C: -0.486 -0.020 1.928
C: 0.948 0.788 -1.442
C: -1.635 -1.630 0.353
C: 1.428 0.702 0.015
H: -0.697 1.165 -0.656
H: 1.487 -0.374 0.301
H: -1.220 -2.640 0.368
H: -1.354 -1.097 -0.563
H: 1.236 1.762 -1.868
H: 0.205 0.792 2.241
H: 1.378 -0.005 -2.065
H: -2.720 -1.686 0.466
H: 2.457 1.096 0.088

Atoms 1-2, force components in eV/Å:
O 0.1 0.0 0.1
O -0.1 0.1 0.1

(8)
This record from the OMol25 dataset describes a molecular structure, C49H47F3IrN8O6PSb at a distorted geometry. The level of theory is the ωB97M-V functional and the def2-TZVPD basis.

## Properties
E_tot ... -102584.1827 eV
HOMO-LUMO gap (alpha / beta) ... 0.2139 / 0.1614 hartree
Strongest force on any atom ... 3.4 eV/A
LUMO (alpha / beta) ... -7.078 / -7.946 eV
Net charge ... +2
2S+1 ... 2
Highest occupied orbital energy (alpha / beta) ... -12.898 / -12.338 eV

Geometry (Å):
Ir: -0.118 -0.259 0.255
Sb: -1.619 -2.151 -2.068
P: 3.009 0.012 2.455
F: 0.732 -1.689 -7.823
F: -7.544 -2.479 -3.980
F: -0.354 -8.144 -0.798
O: 1.996 0.065 1.372
O: -5.296 -2.810 3.017
O: -5.381 -0.523 1.158
O: -2.650 -0.447 -0.119
O: -2.466 -3.493 3.436
O: -0.899 -1.889 1.456
N: 4.548 -0.072 1.835
N: -0.090 1.330 -0.899
N: 3.001 -1.791 -2.676
N: 2.918 1.355 3.430
N: 0.482 1.271 -2.056
N: -1.076 1.160 1.477
N: 2.840 -1.350 3.394
N: 1.306 -0.815 -1.404
C: -0.620 -6.867 -1.071
C: -2.887 -2.689 2.645
C: 2.644 2.784 5.284
C: -2.389 1.927 3.306
C: -1.566 0.998 2.703
C: 0.335 -2.754 -4.412
C: 1.202 0.221 -2.341
C: -1.136 -5.164 -2.664
C: 1.916 0.139 -3.589
C: 2.270 2.571 2.953
C: 3.272 1.462 4.838
C: -5.906 -1.368 -2.723
C: -2.216 3.282 1.345
C: 3.190 -2.985 5.057
C: 2.452 0.919 -5.796
C: 3.588 -1.016 -4.912
C: -0.813 -0.962 -6.212
C: 1.537 -1.895 3.746
C: 3.912 -2.056 4.082
C: -4.092 -3.342 -3.464
C: -4.369 -2.310 2.468
C: 2.655 3.610 4.000
C: -1.295 -1.054 -4.919
C: 5.712 0.719 2.208
C: -0.738 -1.962 -4.032
C: -0.877 -6.493 -2.381
C: 6.578 0.728 0.949
C: -2.155 -1.907 1.650
C: -1.130 -4.224 -1.642
C: 0.242 -1.781 -6.585
C: 6.261 -0.628 0.321
C: -0.862 -4.613 -0.339
C: -2.752 3.075 2.590
C: -0.747 2.407 -0.475
C: -0.610 -5.940 -0.040
C: -3.051 -1.107 0.873
C: -4.417 -1.193 1.414
C: 1.866 -3.259 4.343
C: -6.287 -2.417 -3.544
C: -3.696 -2.282 -2.661
C: 3.379 -0.107 -5.939
C: 0.823 -2.679 -5.703
C: 4.762 -0.766 0.572
C: 2.853 -0.898 -3.743
C: 2.196 -1.741 -1.603
C: -5.393 -3.405 -3.927
C: -4.592 -1.291 -2.296
C: 1.726 1.051 -4.628
C: -1.361 2.309 0.784
H: -0.415 -6.254 0.973
H: 4.310 -1.810 -5.031
H: -2.764 1.750 4.300
H: 6.272 1.534 0.282
H: 2.011 -3.997 3.553
H: 1.617 2.624 5.614
H: 1.015 1.849 -4.491
H: 2.316 -2.517 -0.858
H: 3.756 -3.890 5.262
H: -4.275 -0.461 -1.679
H: -0.841 -3.886 0.459
H: 7.634 0.848 1.177
H: 6.245 0.227 3.030
H: 1.962 4.446 4.028
H: -1.246 -0.285 -6.932
H: 6.803 -1.416 0.844
H: 4.179 -0.282 -0.221
H: 2.295 1.619 -6.601
H: 4.492 -2.638 3.356
H: -1.283 0.093 3.226
H: 0.772 -3.453 -3.711
H: 1.182 2.432 2.923
H: -2.120 -0.426 -4.608
H: 3.658 3.995 3.807
H: 1.046 -1.259 4.495
H: 4.435 -1.806 0.658
H: -0.778 3.294 -1.088
H: 1.091 -3.616 5.014
H: 3.691 -2.527 -2.769
H: 1.629 -3.311 -6.041
H: 3.007 -2.476 6.004
H: -5.718 -4.198 -4.583
H: -3.399 -4.122 -3.738
H: 4.362 1.497 4.952
H: 3.197 3.251 6.095
H: 5.425 1.721 2.529
H: -3.446 3.780 3.018
H: 3.939 -0.196 -6.856
H: 2.899 0.610 5.410
H: -2.465 4.154 0.761
H: 2.610 2.810 1.945
H: -1.331 -4.876 -3.687
H: 6.513 -0.670 -0.736
H: 4.596 -1.365 4.581
H: 0.902 -1.943 2.861
H: -0.874 -7.240 -3.160
H: -6.626 -0.621 -2.428

Atoms 1-2, force components in eV/Å:
Ir -1.2 0.9 1.2
Sb -0.8 -1.0 -0.7

- Among the records above, which one has the lowest strongest force on any atom?
  C25H33IN9OPRh